{"formula": "C3H10N2O", "method": "ωB97M-V/def2-TZVPD", "homo_ev": -8.123, "total_energy_ev": -8299.7643, "homo_lumo_gap_ev": 8.91, "smiles": "C/C(N)=C/N.O", "symbols": ["C", "C", "C", "N", "N", "H", "H", "H", "H", "H", "H", "H", "H", "H", "H", "O"], "xyz": [[0.03268, -0.82900, -1.73251], [-0.43017, 0.10151, -0.65982], [0.46948, 0.65194, 0.17371], [0.30245, 1.94246, 0.86112], [-1.80645, 0.46063, -0.63721], [-0.82307, -1.17122, -2.31450], [0.35376, -1.75331, -1.23368], [0.83559, -0.44268, -2.34886], [1.45688, 0.22221, 0.25451], [0.35967, 2.59238, 0.08828], [-0.66415, 2.00702, 1.15363], [-2.21924, 0.17739, -1.51193], [-2.27688, 0.24333, 0.22318], [0.66647, -1.20940, 1.67317], [1.87836, -1.59139, 2.40542], [1.36142, -1.89554, 1.65330]], "mulliken_charge": [-1.142, 0.643, -0.770, -0.682, -0.534, 0.416, 0.247, 0.275, 0.506, 0.290, 0.289, 0.235, 0.214, 0.347, 0.319, -0.653]}



{"formula": "C2H4BrF2N", "method": "ωB97M-V/def2-TZVPD", "homo_ev": [-7.399, -9.865], "total_energy_ev": -79101.0810, "homo_lumo_gap_ev": [8.14, 5.29], "s2": 2.01, "multiplicity": 3, "symbols": ["C", "C", "N", "F", "F", "Br", "H", "H", "H", "H"], "xyz": [[-0.14316, 0.06165, 0.73865], [-0.09394, 0.97204, -0.44599], [0.63368, -1.12797, 0.65438], [-1.64465, -0.61065, -1.71192], [-0.82939, 2.05559, -0.44600], [1.22841, 0.90777, -1.70806], [-1.19564, -0.20150, 0.90831], [0.18261, 0.65428, 1.60984], [0.25478, -1.76300, -0.03918], [1.60729, -0.94821, 0.43997]], "lowdin_spin": [0.079, 0.602, 0.006, 1.011, 0.131, 0.126, 0.017, 0.027, 0.001, 0.000]}



{"formula": "C67H76BClFN10O14P3S", "method": "ωB97M-V/def2-TZVPD", "homo_ev": -8.149, "total_energy_ev": -168867.5300, "homo_lumo_gap_ev": 6.67, "smiles": "CB(O)c1cc(CCCCOC=O)cc2c1N(COCOCCO)c1c(PP(=O)(O)O)c(C(=O)NC(=O)F)c(OC[C@H](C)O)c(P(O)Cl)c1S2.c1ccncc1.c1ccncc1.c1ccncc1.c1ccncc1.c1ccncc1.c1ccncc1.c1ccncc1.c1ccncc1", "symbols": ["C", "B", "O", "C", "C", "C", "C", "C", "C", "C", "O", "C", "O", "C", "C", "C", "N", "C", "O", "C", "O", "C", "C", "O", "C", "C", "P", "P", "O", "O", "O", "C", "C", "O", "N", "C", "O", "F", "C", "O", "C", "C", "C", "O", "C", "P", "O", "Cl", "C", "S", "H", "H", "H", "H", "H", "H", "H", "H", "H", "H", "H", "H", "H", "H", "H", "H", "H", "H", "H", "H", "H", "H", "H", "H", "H", "H", "H", "H", "H", "H", "H", "H", "H", "H", "H", "H", "N", "C", "C", "C", "C", "C", "H", "H", "H", "H", "H", "N", "C", "C", "C", "C", "C", "H", "H", "H", "H", "H", "N", "C", "C", "C", "C", "C", "H", "H", "H", "H", "H", "N", "C", "C", "C", "C", "C", "H", "H", "H", "H", "H", "N", "C", "C", "C", "C", "C", "H", "H", "H", "H", "H", "N", "C", "C", "C", "C", "C", "H", "H", "H", "H", "H", "N", "C", "C", "C", "C", "C", "H", "H", "H", "H", "H", "N", "C", "C", "C", "C", "C", "H", "H", "H", "H", "H"], "xyz": [[2.91450, -3.78625, -3.17137], [1.51603, -2.86724, -3.05148], [0.45357, -3.07349, -4.05511], [1.39396, -1.80104, -1.76588], [2.64078, -0.74218, -1.42548], [2.58439, 0.34196, -0.15740], [3.81686, 1.39386, 0.10173], [3.91215, 1.99259, 1.62498], [4.45314, 3.57497, 1.58194], [3.18120, 4.65933, 1.63900], [2.45850, 4.63788, 2.92020], [0.98922, 4.83486, 2.70947], [0.21140, 5.34516, 3.70272], [1.22751, 0.27193, 0.78603], [0.00996, -0.77118, 0.43966], [-0.00099, -1.83245, -0.84308], [-1.13926, -2.76450, -1.18955], [-0.97254, -4.14701, -0.59801], [0.36250, -4.43273, -0.04851], [0.61199, -5.90870, -0.14720], [1.52948, -6.25505, -1.26249], [0.81629, -6.93799, -2.35536], [1.84092, -7.51418, -3.53512], [1.31501, -8.71847, -4.20557], [-2.50198, -2.16747, -0.91934], [-3.73345, -2.49081, -2.00436], [-3.26096, -3.56636, -3.52391], [-4.83513, -4.97149, -4.07550], [-5.79007, -4.26671, -5.13826], [-4.05590, -6.30094, -4.95376], [-5.67064, -5.70825, -2.73385], [-5.22449, -1.84628, -1.71476], [-6.44513, -2.13007, -2.81628], [-7.30892, -3.14695, -2.73048], [-6.47260, -1.14074, -3.99976], [-7.44014, -0.00929, -3.61187], [-7.01334, 1.20520, -3.20845], [-8.90073, -0.35501, -3.75032], [-5.60810, -0.90328, -0.40450], [-6.98880, -0.36034, -0.17878], [-7.54575, -0.90474, 1.06912], [-9.14374, -1.26658, 1.02078], [-9.72450, -1.60819, -0.48409], [-9.98156, -0.23904, 1.72157], [-4.39966, -0.58145, 0.65498], [-4.56203, 0.52853, 2.23076], [-5.38249, -0.36612, 3.52815], [-5.71950, 2.28891, 1.72895], [-2.91967, -1.21564, 0.35227], [-1.50706, -0.79172, 1.56468], [2.85492, -4.53904, -4.09457], [3.14415, -4.39167, -2.19051], [3.87048, -3.10003, -3.35869], [0.50917, -2.34641, -4.76374], [3.56839, -0.81471, -2.16344], [3.61338, 2.33177, -0.60843], [4.85465, 0.94880, -0.28021], [4.63479, 1.29386, 2.25812], [2.90056, 2.03018, 2.21182], [5.07722, 3.71700, 0.58448], [5.09791, 3.71588, 2.55759], [3.60978, 5.75894, 1.50095], [2.41017, 4.44617, 0.76225], [0.42872, 4.53277, 1.70950], [1.05135, 0.98479, 1.72746], [-1.13286, -4.91318, -1.49825], [-1.85735, -4.38477, 0.16035], [1.13779, -6.32142, 0.84032], [-0.40189, -6.52626, -0.22821], [0.10439, -6.17430, -2.91367], [0.22157, -7.87415, -1.92978], [2.92462, -7.71690, -3.09236], [1.99591, -6.64849, -4.34158], [1.70442, -8.82747, -5.12681], [-3.10527, -2.61215, -4.61965], [-3.63394, -5.83280, -5.75597], [-5.64341, -6.71639, -2.77440], [-5.50612, -0.69945, -4.02094], [-7.41873, -0.06490, 1.90366], [-6.89280, -1.81767, 1.44985], [-9.29981, -2.26193, 1.65824], [-9.04824, -2.49284, -0.89845], [-10.81835, -2.07875, -0.40164], [-9.70289, -0.64723, -1.15347], [-9.76694, -0.31131, 2.71547], [-4.96139, -1.27484, 3.47870], [-7.60248, -8.99073, -2.66290], [-7.92645, -8.39774, -3.83284], [-8.54308, -9.05528, -4.88524], [-8.84352, -10.40471, -4.73269], [-8.52050, -11.04381, -3.54008], [-7.90814, -10.30099, -2.54351], [-7.66876, -7.34508, -3.90460], [-8.78283, -8.52817, -5.80173], [-9.32560, -10.95382, -5.53626], [-8.74092, -12.09463, -3.39018], [-7.63959, -10.75365, -1.59310], [-11.43136, 4.00566, -2.23965], [-12.40789, 3.86102, -1.31724], [-12.35530, 2.94822, -0.27601], [-11.23549, 2.12957, -0.17435], [-10.21392, 2.25355, -1.11037], [-10.35581, 3.19828, -2.11399], [-13.26228, 4.52004, -1.44119], [-13.16790, 2.87700, 0.43804], [-11.15923, 1.40116, 0.62769], [-9.32853, 1.63007, -1.05904], [-9.58415, 3.33570, -2.86630], [6.06237, 6.17733, 3.25254], [7.04823, 7.07022, 3.01554], [8.07887, 7.33395, 3.90344], [8.10010, 6.64394, 5.11089], [7.09749, 5.71933, 5.38470], [6.11060, 5.52156, 4.43241], [6.98594, 7.58537, 2.06139], [8.84610, 8.06003, 3.65965], [8.89142, 6.82491, 5.83250], [7.08541, 5.16577, 6.31674], [5.30832, 4.80792, 4.59785], [11.18395, 6.41402, 3.11402], [10.92880, 5.33458, 2.34262], [11.63255, 4.14385, 2.42643], [12.66432, 4.05307, 3.35471], [12.95233, 5.14855, 4.16223], [12.19022, 6.29531, 4.00721], [10.11677, 5.45592, 1.63161], [11.38258, 3.30774, 1.78325], [13.23911, 3.13629, 3.44840], [13.75042, 5.10988, 4.89492], [12.37382, 7.17582, 4.61656], [9.85508, 10.43897, 1.71483], [10.06306, 9.12058, 1.50516], [9.89174, 8.49893, 0.27864], [9.47806, 9.27369, -0.79983], [9.25384, 10.63408, -0.61493], [9.45573, 11.16570, 0.64861], [10.38163, 8.55819, 2.37802], [10.07593, 7.43644, 0.16710], [9.33180, 8.82136, -1.77638], [8.93043, 11.26499, -1.43507], [9.29757, 12.22288, 0.84272], [1.65359, -12.24101, -2.03755], [1.32962, -11.64802, -3.20749], [0.71298, -12.30555, -4.25990], [0.41254, -13.65498, -4.10734], [0.73557, -14.29409, -2.91474], [1.34793, -13.55127, -1.91817], [1.58730, -10.59535, -3.27925], [0.47324, -11.77845, -5.17638], [-0.06953, -14.20410, -4.91091], [0.51514, -15.34490, -2.76484], [1.61648, -14.00393, -0.96775], [4.77198, 8.75422, 0.67026], [4.70105, 9.67744, -0.31360], [3.74751, 10.68178, -0.36062], [2.80528, 10.74308, 0.66063], [2.85119, 9.80511, 1.68690], [3.84495, 8.84027, 1.64886], [5.45596, 9.58567, -1.08908], [3.73941, 11.39847, -1.17397], [2.04167, 11.51543, 0.65710], [2.13099, 9.82548, 2.49694], [3.92488, 8.08824, 2.42884], [-0.44797, 1.71804, 4.97699], [-0.15120, 3.01176, 5.22913], [0.01957, 3.52900, 6.50327], [-0.12618, 2.66991, 7.58734], [-0.43357, 1.33240, 7.35993], [-0.58153, 0.90769, 6.04934], [-0.05098, 3.64280, 4.35084], [0.25993, 4.57631, 6.64690], [-0.00108, 3.03936, 8.60100], [-0.55425, 0.63760, 8.18331], [-0.81788, -0.12760, 5.81992]], "mulliken_charge": [-0.708, 0.528, -0.658, 0.307, -0.897, 0.558, -0.325, -0.124, -0.444, -0.154, -0.081, 0.214, -0.601, -0.349, 0.097, -0.506, 1.063, -0.036, -0.284, -0.440, -0.312, 0.058, -0.433, -0.512, -0.890, 0.139, -0.033, 1.091, -0.619, -0.515, -0.511, 0.345, -0.225, -0.482, -0.156, 0.654, -0.463, -0.248, -0.346, 0.088, -0.197, 0.024, -0.508, -0.499, 0.251, 0.601, -0.554, -0.267, 0.064, -0.268, 0.063, 0.253, 0.322, 0.282, 0.105, 0.239, 0.284, 0.315, -0.058, 0.351, -0.067, -0.091, 0.456, 0.308, -0.015, 0.113, 0.185, 0.237, 0.377, -0.006, 0.335, 0.240, 0.213, 0.300, 0.090, 0.338, 0.296, 0.378, 0.065, 0.287, 0.218, 0.141, 0.345, -0.045, 0.301, 0.350, -0.422, -0.164, -0.646, -0.152, -0.370, -0.211, 0.563, 0.353, 0.362, 0.346, 0.347, -0.572, -0.248, -0.515, -0.008, -0.016, -0.528, 0.346, 0.370, 0.386, 0.339, 0.423, -0.053, -0.494, -0.431, -0.232, -0.894, -0.130, 0.678, 0.321, 0.423, 0.412, 0.405, -0.004, -0.062, -0.918, -0.120, -0.654, -0.162, 0.389, 0.370, 0.364, 0.378, 0.411, -0.591, -0.529, -0.064, -0.518, -0.321, -0.317, 0.947, 0.246, 0.382, 0.413, 0.388, -0.517, -0.101, -0.436, -0.312, -0.359, -0.210, 0.571, 0.331, 0.356, 0.354, 0.363, -0.272, -0.227, -0.503, -0.116, -0.922, 0.104, 0.392, 0.360, 0.363, 0.383, 0.445, -0.264, -0.205, -0.635, -0.258, -0.531, -0.154, 0.550, 0.397, 0.360, 0.374, 0.363]}



{"formula": "C19H34N9S2", "method": "ωB97M-V/def2-TZVPD", "homo_ev": -11.573, "total_energy_ev": -55327.2596, "homo_lumo_gap_ev": 7.92, "charge": 1, "symbols": ["C", "C", "S", "C", "N", "C", "N", "N", "C", "C", "C", "S", "H", "H", "H", "H", "H", "H", "H", "H", "H", "H", "H", "H", "H", "H", "H", "H", "C", "C", "N", "H", "H", "H", "C", "C", "N", "H", "H", "H", "C", "C", "N", "H", "H", "H", "C", "C", "N", "H", "H", "H", "C", "C", "N", "H", "H", "H", "C", "C", "N", "H", "H", "H"], "xyz": [[0.04798, -2.51548, 4.63955], [-0.01619, -1.36926, 3.64167], [1.22865, -1.63973, 2.34034], [1.54527, 0.03607, 1.65210], [2.01791, -0.02580, 0.29120], [3.27976, -0.33877, 0.03316], [4.26582, -0.56232, 0.89648], [3.45015, -0.45424, -1.32656], [2.11801, -0.53869, -1.93787], [1.82419, 0.71414, -2.74609], [1.28482, -0.83343, -0.69820], [-0.50508, -0.66738, -0.73238], [-0.42820, -2.17880, 5.55080], [1.06162, -2.83619, 4.82373], [-0.51142, -3.36730, 4.27567], [0.19222, -0.42942, 4.13022], [-1.01190, -1.34930, 3.21816], [0.59561, 0.55161, 1.66013], [2.20256, 0.58536, 2.30975], [4.65695, 0.12674, 1.51671], [4.72197, -1.45732, 0.86186], [3.97647, 0.37876, -1.59658], [1.97049, -1.37683, -2.60617], [2.71265, 1.00628, -3.29704], [0.99725, 0.56651, -3.41693], [1.58733, 1.54247, -2.08681], [1.51815, -1.85762, -0.42028], [-0.80707, -1.87375, -1.24806], [-4.47939, -0.64531, -0.44980], [-5.62808, -0.31155, -1.28826], [-6.52176, -0.01422, -1.92992], [-4.43593, 0.02783, 0.40328], [-4.56109, -1.66848, -0.09063], [-3.56503, -0.54105, -1.03015], [4.93150, 2.48916, -5.22944], [5.45595, 2.34035, -3.87333], [5.85819, 2.23245, -2.81349], [4.53663, 1.53737, -5.57878], [4.13715, 3.23266, -5.23610], [5.72772, 2.81111, -5.89653], [-4.52224, -3.00802, 3.90597], [-3.53311, -2.52302, 2.94692], [-2.75782, -2.14447, 2.20079], [-4.29658, -2.61682, 4.89563], [-5.51492, -2.67782, 3.60820], [-4.50009, -4.09507, 3.93667], [-5.76098, 2.93244, -3.23883], [-5.36371, 4.26058, -2.77994], [-5.01146, 5.27850, -2.40782], [-5.85795, 2.26244, -2.39146], [-6.71440, 2.98497, -3.75889], [-5.00561, 2.54229, -3.91778], [-1.66145, 6.16189, -1.09011], [-0.41196, 5.79248, -1.75239], [0.56505, 5.50346, -2.26374], [-1.73513, 5.64355, -0.13661], [-1.68831, 7.23483, -0.91513], [-2.51008, 5.88241, -1.71273], [3.95618, -5.04049, 2.95976], [2.53035, -5.28604, 3.15608], [1.41794, -5.47798, 3.31073], [4.10453, -4.44737, 2.05983], [4.35820, -4.50254, 3.81572], [4.48173, -5.98678, 2.85370]], "mulliken_charge": [-1.251, -0.125, 0.024, -1.238, -0.001, 0.361, -0.309, -0.300, 0.508, -1.536, -0.736, -0.113, 0.366, 0.330, 0.355, 0.417, 0.066, 0.510, 0.556, 0.240, 0.220, 0.234, 0.415, 0.274, 0.408, 0.451, 0.568, 0.228, -0.463, 0.216, -0.408, 0.314, 0.313, 0.036, -0.853, 0.429, -0.427, 0.265, 0.286, 0.336, -0.900, 0.471, -0.436, 0.287, 0.318, 0.292, -0.502, 0.296, -0.394, 0.022, 0.285, 0.261, -0.554, 0.293, -0.365, 0.245, 0.265, 0.131, -0.722, 0.351, -0.377, 0.156, 0.269, 0.343]}